Entry 1:
{
  "formula": "C4H12OS2",
  "method": "wB97M-V/def2-TZVPD",
  "species": ["C", "C", "S", "S", "C", "C", "H", "H", "H", "H", "H", "H", "H", "H", "H", "H", "H", "H", "O"],
  "positions_angstrom": [[-1.678743, 2.581009, 0.530074], [-0.535000, 2.167021, 1.456521], [0.397433, 0.611303, 1.193200], [-1.024235, -0.823973, 1.252331], [-0.943810, -1.491179, -0.437441], [-2.146824, -2.418953, -0.689406], [-2.408242, 1.788275, 0.409963], [-1.225869, 2.698660, -0.471463], [-1.898081, 3.631408, 0.708518], [-0.976070, 1.906203, 2.418928], [0.180238, 2.952880, 1.468950], [-1.099486, -0.601135, -1.045529], [-0.008188, -1.929865, -0.762172], [-1.858646, -3.108603, -1.478038], [-2.983554, -1.818070, -1.052622], [-2.551880, -2.875619, 0.209156], [5.387545, -0.552813, -5.131186], [5.671461, -0.762642, -3.636686], [6.011568, -0.348115, -4.431538]],
  "forces_ev_per_angstrom": [[2.35, -0.24, -1.74], [-1.70, -1.31, 0.31], [0.59, 0.51, -0.53], [0.09, -0.71, 0.13], [-1.20, 0.83, -0.47], [-0.01, 0.85, -0.15], [-0.68, 0.53, 0.45], [-0.11, -0.35, 0.00], [-1.11, -0.31, 0.64], [0.24, 0.94, 0.35], [0.81, 0.48, 0.52], [0.25, -0.06, -0.26], [0.29, -0.15, 0.63], [-0.30, -0.42, 0.23], [0.07, -0.01, -0.15], [0.41, -0.57, 0.04], [-0.10, -0.06, 0.02], [-0.12, -0.08, 0.05], [0.22, 0.15, -0.06]],
  "homo_lumo_gap_ev": 9.07,
  "smiles": "CCSSCC.O",
  "total_charge": 0,
  "homo_ev": -8.41
}

***

Entry 2:
{
  "formula": "C4H12OSi",
  "method": "wB97M-V/def2-TZVPD",
  "species": ["C", "C", "C", "C", "O", "Si", "H", "H", "H", "H", "H", "H", "H", "H", "H", "H", "H", "H"],
  "positions_angstrom": [[-3.516709, -0.415095, 0.966191], [2.084971, -1.575478, 0.672130], [1.726097, 1.632865, 0.568931], [-2.692842, -0.060593, -0.009260], [0.367382, -0.345816, -1.262382], [0.867682, -0.049209, 0.272159], [-4.300857, 0.234556, 1.354727], [-3.346945, -1.375213, 1.668950], [1.088016, -0.416916, -1.920968], [1.802206, -2.359560, -0.064257], [3.132381, -1.465253, 0.728167], [1.717546, -2.106713, 1.614478], [2.174525, 1.493785, 1.583084], [2.486451, 1.713453, -0.221379], [1.144520, 2.428121, 0.341177], [-2.625557, 0.774273, -0.642541], [-1.941210, -0.757930, -0.313093], [-0.408781, -0.074001, 0.965912]],
  "forces_ev_per_angstrom": [[0.22, -1.06, 2.09], [-3.40, -0.63, 0.78], [1.97, -3.98, -0.12], [0.08, -1.99, 0.43], [0.59, 0.20, -1.44], [1.73, -0.53, 0.66], [0.07, -0.06, -0.25], [-0.33, 2.12, -2.14], [-0.74, 0.01, 0.49], [0.44, 0.60, 0.00], [1.14, 0.36, -0.02], [0.63, 0.96, -0.77], [-0.30, 0.89, -0.79], [0.46, -0.27, 0.50], [-2.18, 2.62, 0.29], [-0.77, 1.43, -0.31], [0.36, -0.49, 0.03], [0.04, -0.17, 0.57]],
  "homo_lumo_gap_ev": 10.49,
  "smiles": "C[SiH](C)O.C=C",
  "total_charge": 0,
  "homo_ev": -9.76
}

***

Entry 3:
{
  "formula": "C4H12PS",
  "method": "wB97M-V/def2-TZVPD",
  "species": ["C", "C", "C", "C", "P", "S", "H", "H", "H", "H", "H", "H", "H", "H", "H", "H", "H", "H"],
  "positions_angstrom": [[0.372463, -1.343196, -1.250961], [1.753973, 1.037762, -0.120671], [0.121379, -0.890326, 1.665443], [-1.262715, 0.921029, -0.012730], [0.268666, -0.047255, 0.090499], [-2.782174, -0.094258, -0.191042], [-0.453904, -2.092750, -1.232087], [1.260806, -1.846443, -0.839292], [0.536848, -0.800557, -2.134026], [2.182484, 0.659926, -1.074533], [2.379491, 1.088217, 0.705257], [1.326237, 2.046582, -0.300504], [-0.024515, -0.102080, 2.348939], [0.952968, -1.539621, 1.917641], [-0.794361, -1.370366, 1.637896], [-1.493006, 1.925594, 0.478720], [-0.624391, 1.441452, -1.362945], [-3.720249, 1.006298, -0.325601]],
  "forces_ev_per_angstrom": [[-0.53, -0.04, 3.18], [-2.76, -0.08, -2.24], [1.95, 0.58, -0.93], [0.70, 2.02, -3.84], [-0.62, -0.29, 0.08], [-0.35, 2.11, -0.19], [0.47, 0.93, -0.23], [0.08, -0.08, -0.75], [0.20, 0.16, -1.50], [0.27, 0.46, 0.83], [1.32, -0.29, 1.40], [0.41, -0.49, 0.01], [0.22, 0.92, 1.28], [-0.04, -0.04, 0.12], [-1.79, -1.46, -0.10], [1.01, -1.64, -0.31], [-2.10, -1.14, 2.96], [1.56, -1.63, 0.22]],
  "homo_lumo_gap_ev": 9.89,
  "total_charge": 1,
  "homo_ev": -13.33
}

***

Entry 4:
{
  "formula": "C4H12S",
  "method": "wB97M-V/def2-TZVPD",
  "species": ["C", "C", "S", "H", "H", "H", "H", "H", "H", "C", "C", "H", "H", "H", "H", "H", "H"],
  "positions_angstrom": [[-0.316790, 1.267911, 1.068225], [0.872110, 3.580756, 2.243205], [1.152684, 2.300886, 0.982009], [-0.502073, 0.729954, 0.182994], [-1.160008, 1.905109, 1.421323], [-0.315210, 0.480493, 1.863513], [0.976574, 4.625443, 1.825795], [1.513733, 3.453736, 3.068751], [-0.093187, 3.599330, 2.678386], [-0.045351, -2.630190, -2.679763], [-0.415220, -2.867296, -1.275612], [0.478721, -1.807513, -2.867997], [-0.939041, -2.546486, -3.244160], [0.528313, -3.429550, -2.861342], [-0.090507, -2.116816, -0.486651], [-1.486341, -2.706064, -0.991096], [-0.158406, -3.839703, -0.927580]],
  "forces_ev_per_angstrom": [[-0.95, 0.34, 3.06], [-0.14, 1.17, -1.32], [0.31, 0.19, -0.18], [-0.19, -0.18, -1.42], [0.24, -0.26, -0.88], [0.63, 0.47, -0.42], [0.25, -1.14, 0.18], [1.13, -0.10, 0.88], [-1.28, -0.42, 0.12], [-3.13, -0.38, 1.22], [-1.81, 2.20, 3.80], [2.30, 3.62, -0.45], [-0.68, -0.40, -1.08], [2.04, -2.98, -1.90], [0.73, -0.76, -1.10], [0.26, -0.55, -0.90], [0.28, -0.81, 0.39]],
  "homo_lumo_gap_ev": [2.14, 8.58],
  "total_charge": -1,
  "homo_ev": [1.34, -5.08],
  "multiplicity": 2
}

***

Entry 5:
{
  "formula": "C4H12S",
  "method": "wB97M-V/def2-TZVPD",
  "species": ["C", "C", "H", "H", "H", "H", "H", "H", "C", "C", "S", "H", "H", "H", "H", "H", "H"],
  "positions_angstrom": [[-2.008709, -0.768766, 0.770718], [-3.198720, 0.029982, 1.306261], [-2.296960, -1.578359, 0.107743], [-1.296884, -0.112994, 0.278228], [-1.496171, -1.228054, 1.620733], [-3.892969, 0.260832, 0.501754], [-3.748332, -0.561326, 2.043813], [-2.872637, 0.978036, 1.741937], [2.100345, 1.666392, -1.224959], [2.553299, -1.008667, -0.690209], [2.579259, 0.141036, -2.084076], [1.619362, 1.455005, -0.275721], [2.971723, 2.306492, -1.106544], [1.364631, 2.156384, -1.865424], [1.665711, -0.827115, -0.077687], [3.432459, -0.850771, -0.063414], [2.524594, -2.058105, -0.983152]],
  "forces_ev_per_angstrom": [[0.07, 0.09, 0.77], [-0.03, -0.24, -0.30], [-0.09, 0.03, -0.17], [0.07, -0.05, -0.26], [0.15, 0.01, -0.13], [-0.10, 0.13, -0.06], [0.04, 0.22, 0.02], [-0.09, -0.19, 0.12], [-0.03, -0.01, -0.58], [0.05, 0.15, 0.62], [-0.23, -0.35, 0.03], [0.10, -0.07, 0.12], [-0.11, 0.06, 0.21], [0.13, 0.12, 0.10], [0.04, -0.01, -0.13], [-0.03, -0.09, 0.00], [0.08, 0.19, -0.38]],
  "homo_lumo_gap_ev": 9.41,
  "smiles": "CSC.CC",
  "total_charge": 0,
  "homo_ev": -8.46
}

***

Entry 6:
{
  "formula": "C4H12S",
  "method": "wB97M-V/def2-TZVPD",
  "species": ["C", "C", "H", "H", "H", "H", "H", "H", "C", "C", "S", "H", "H", "H", "H", "H", "H"],
  "positions_angstrom": [[-1.646217, -1.605121, -1.302015], [-2.642082, -2.439506, -2.190935], [-2.158801, -0.784933, -0.797053], [-0.976205, -2.237907, -0.732204], [-1.038157, -1.038589, -2.028410], [-2.179877, -3.205670, -2.813957], [-3.244676, -1.702339, -2.742435], [-3.279533, -2.911472, -1.456912], [1.476978, -0.243534, 0.218780], [0.496957, 2.343169, 0.504120], [1.329776, 1.056866, 1.567382], [1.521752, 0.295676, -0.719569], [2.417001, -0.778951, 0.318479], [0.625551, -0.908881, 0.158917], [0.626358, 2.167774, -0.579760], [0.905951, 3.317727, 0.789671], [-0.528887, 2.199844, 0.792556]],
  "forces_ev_per_angstrom": [[0.07, 0.26, -2.64], [0.19, 1.18, 1.60], [-0.07, -0.59, 0.66], [-0.19, 0.16, 0.48], [0.31, -0.26, 0.31], [0.04, 0.33, -0.04], [0.17, -0.61, -0.19], [-0.56, -0.49, -0.20], [0.16, 0.83, 0.49], [0.55, -0.64, 0.58], [0.18, -0.45, -1.80], [0.10, 0.09, -0.13], [-0.10, -0.15, 0.25], [-0.06, -0.13, 0.33], [0.10, 0.02, 0.70], [-0.34, -0.18, -0.10], [-0.56, 0.63, -0.30]],
  "homo_lumo_gap_ev": 9.50,
  "smiles": "CSC.CC",
  "total_charge": 0,
  "homo_ev": -8.51
}